Entry 1:
The following is a DFT calculation (wB97M-V/def2-TZVPD) of C30H41AsN5O4Pd as an isolated structure at a distorted geometry.

Summary:
<S²>: 6.0871
ΔE to the lowest compared entry with this formula, charge and spin: 11.7 kcal per mole
Lowest unoccupied orbital energy (spin up / spin down): -8.3 / -10.7 eV

Structure (ORCA input):
```
! RIJCOSX wB97M-V def2-TZVPD def2/J DEFGRID3
* xyz 3 5
Pd -0.139 0.184 0.512
N 0.079 0.393 -1.573
C -0.797 1.545 -1.978
C -0.384 2.172 -3.302
C -0.676 1.462 -4.634
C -2.009 1.821 -5.299
N -3.244 1.229 -4.755
C -3.714 0.032 -5.094
N -2.989 -0.789 -5.854
N -4.900 -0.376 -4.636
C -0.695 2.587 -0.847
O -0.723 3.760 -1.068
O -0.602 2.073 0.379
H 1.039 0.618 -1.820
H -0.161 -0.463 -2.062
H -1.827 1.183 -1.966
H 0.697 2.326 -3.227
H -0.809 3.176 -3.329
H -0.540 0.376 -4.563
H 0.075 1.813 -5.343
H -1.967 1.583 -6.364
H -2.145 2.899 -5.242
H -3.877 1.848 -4.274
H -2.172 -0.454 -6.334
H -3.386 -1.650 -6.194
H -5.509 0.254 -4.140
H -5.313 -1.234 -4.964
O 0.170 -1.767 0.439
O -0.992 -1.887 0.103
C 2.202 5.652 4.206
C 2.141 4.168 3.974
C 1.828 3.289 5.003
C 1.740 1.914 4.820
C 1.498 1.067 6.045
C 1.956 1.427 3.520
As 1.543 -0.393 2.965
N -0.253 0.010 2.532
C -1.383 0.108 3.232
C -1.443 -0.241 4.620
C -2.593 -0.053 5.333
C -3.730 0.486 4.710
C -3.706 0.809 3.344
C -2.567 0.628 2.612
C 1.777 -1.698 4.347
C 0.811 -2.712 4.632
C -0.412 -2.966 3.791
C 1.023 -3.486 5.743
C 2.207 -3.393 6.501
C 2.423 -4.252 7.695
C 3.229 -2.522 6.068
C 3.078 -1.718 4.973
C 4.262 -0.944 4.459
C 2.340 2.277 2.469
C 2.777 1.818 1.097
C 2.414 3.637 2.724
H 2.043 5.905 5.252
H 1.443 6.161 3.610
H 3.167 6.054 3.896
H 1.650 3.685 5.998
H 0.995 1.649 6.816
H 2.450 0.732 6.464
H 0.902 0.179 5.851
H -0.569 -0.662 5.094
H -2.626 -0.316 6.383
H -4.628 0.662 5.288
H -4.590 1.220 2.875
H -2.534 0.915 1.575
H -0.364 -2.463 2.831
H -1.326 -2.660 4.303
H -0.495 -4.036 3.598
H 0.274 -4.219 6.022
H 1.597 -4.935 7.874
H 2.560 -3.622 8.580
H 3.348 -4.826 7.590
H 4.174 -2.516 6.600
H 5.030 -0.867 5.226
H 4.016 0.062 4.133
H 4.700 -1.475 3.610
H 2.466 0.804 0.846
H 3.867 1.820 1.035
H 2.403 2.498 0.332
H 2.708 4.304 1.919
*
```


Entry 2:
The following is a DFT calculation (wB97M-V/def2-TZVPD) of a 8-piece molecular cluster, C30H41F21O15S overall at a distorted geometry.

Summary:
ΔE to the lowest compared entry with this formula, charge and spin: 14.7 kcal per mole
Lowest unoccupied orbital energy: 0.4 eV

Structure (ORCA input):
```
! RIJCOSX wB97M-V def2-TZVPD def2/J DEFGRID3
* xyz 0 1
C 2.826 -0.730 -0.038
S 4.144 0.173 -0.886
O 4.591 -0.716 -2.007
C 3.182 1.513 -1.537
H 2.791 -0.291 0.944
H 3.159 -1.764 0.118
H 1.860 -0.784 -0.551
H 2.687 2.026 -0.731
H 2.397 1.097 -2.212
H 3.945 2.213 -2.049
C 6.211 -1.325 -4.913
C 4.951 -1.693 -5.756
O 4.364 -2.861 -5.042
C 3.146 -2.795 -4.552
O 2.379 -1.881 -4.592
C 3.028 -4.147 -3.689
F 3.693 -3.964 -2.593
F 1.672 -4.338 -3.498
F 3.373 -5.213 -4.480
H 6.767 -0.462 -5.392
H 6.886 -2.157 -4.893
H 5.862 -1.071 -3.935
H 5.126 -1.976 -6.788
H 4.215 -0.943 -5.768
C -1.861 5.192 2.957
C -2.171 3.985 3.742
O -0.906 3.248 3.884
C -0.821 2.072 4.449
O -1.693 1.442 4.968
C 0.677 1.618 4.340
F 1.328 2.233 5.310
F 0.800 0.293 4.603
F 1.192 1.903 3.147
H -2.807 5.701 2.773
H -1.456 4.953 2.005
H -1.157 5.787 3.446
H -2.936 3.275 3.453
H -2.509 4.337 4.764
C -1.574 -2.683 5.630
C -2.488 -1.998 4.682
O -1.707 -1.620 3.485
C -2.337 -1.011 2.475
O -3.473 -0.759 2.401
C -1.339 -0.482 1.426
F -1.657 0.760 1.165
F -0.046 -0.619 1.775
F -1.524 -1.254 0.277
H -0.690 -2.012 5.865
H -1.132 -3.548 5.117
H -2.109 -2.954 6.545
H -2.900 -1.049 5.073
H -3.374 -2.588 4.446
C 2.105 7.740 -1.201
C 1.111 6.665 -0.749
O 1.422 6.112 0.535
C 2.282 5.130 0.433
O 2.668 4.600 -0.575
C 2.810 4.762 1.859
F 3.277 3.508 1.887
F 3.832 5.614 2.110
F 1.883 4.915 2.781
H 1.783 8.744 -0.930
H 2.179 7.762 -2.273
H 3.127 7.520 -0.852
H 1.047 5.799 -1.431
H 0.122 7.091 -0.622
C -5.286 1.590 -0.322
C -5.120 2.747 -1.300
O -3.712 2.983 -1.565
C -2.901 3.329 -0.616
O -3.075 3.912 0.420
C -1.410 3.303 -1.181
F -1.012 2.165 -1.785
F -1.316 4.332 -2.089
F -0.537 3.589 -0.205
H -6.379 1.449 -0.204
H -4.769 1.801 0.625
H -4.918 0.618 -0.754
H -5.616 3.623 -0.977
H -5.546 2.489 -2.300
C 0.990 -4.277 0.923
C 0.116 -4.159 2.125
O -0.586 -5.486 2.275
C -0.690 -6.012 3.443
O -0.295 -5.643 4.499
C -1.279 -7.447 3.241
F -2.181 -7.703 4.290
F -1.876 -7.513 2.077
F -0.323 -8.308 3.363
H 0.513 -4.197 -0.085
H 1.522 -5.194 1.098
H 1.727 -3.487 1.028
H -0.722 -3.462 1.899
H 0.669 -4.116 3.017
C -0.876 -1.233 -5.005
C -0.818 -2.483 -4.136
O -2.176 -2.731 -3.581
C -2.369 -3.741 -2.736
O -1.541 -4.421 -2.203
C -3.912 -3.901 -2.513
F -4.260 -5.006 -1.873
F -4.402 -2.910 -1.808
F -4.546 -3.978 -3.740
H -1.294 -1.372 -6.032
H 0.147 -0.840 -5.171
H -1.575 -0.539 -4.501
H -0.044 -2.432 -3.358
H -0.559 -3.435 -4.617
*
```


Entry 3:
The following is a DFT calculation (wB97M-V/def2-TZVPD) of C30H41N6P2Pt as an isolated structure.

Summary:
ΔE to the lowest compared entry with this formula, charge and spin: 0.0 kcal per mole
Lowest unoccupied orbital energy: -2.7 eV

Structure (ORCA input):
```
! RIJCOSX wB97M-V def2-TZVPD def2/J DEFGRID3
* xyz 1 1
Pt 0.070 -0.213 -0.560
C 4.580 1.785 -0.872
C 3.089 1.695 -0.556
C 2.716 2.641 0.587
P 2.346 0.031 -0.255
C 3.330 -1.227 -1.188
C 2.539 -2.531 -1.304
C 4.703 -1.530 -0.587
C 2.460 -0.487 1.461
C 3.611 -0.376 2.243
C 3.710 -1.013 3.463
C 2.665 -1.846 3.859
C 1.515 -1.966 3.106
C 1.344 -1.224 1.924
N 0.160 -1.236 1.185
C -1.096 -1.387 1.807
C -1.340 -1.231 3.175
C -2.632 -1.311 3.676
C -3.718 -1.535 2.846
C -3.494 -1.672 1.484
C -2.210 -1.602 0.965
P -1.753 -1.647 -0.786
C -3.270 -1.322 -1.779
C -2.937 -0.785 -3.172
C -4.258 -2.485 -1.896
C -1.134 -3.357 -1.076
C -0.793 -3.588 -2.549
C -2.006 -4.481 -0.515
H 4.819 2.811 -1.155
H 4.878 1.139 -1.697
H 5.190 1.539 -0.002
H 2.542 2.019 -1.451
H 3.331 2.445 1.466
H 1.674 2.535 0.887
H 2.884 3.675 0.282
H 3.452 -0.804 -2.192
H 2.380 -2.970 -0.315
H 3.101 -3.250 -1.902
H 1.567 -2.372 -1.766
H 4.596 -2.007 0.387
H 5.339 -0.656 -0.471
H 5.223 -2.232 -1.241
H 4.448 0.206 1.873
H 4.596 -0.908 4.072
H 2.754 -2.422 4.772
H 0.745 -2.654 3.425
H -0.536 -1.012 3.861
H -2.784 -1.178 4.739
H -4.721 -1.588 3.246
H -4.337 -1.815 0.821
H -3.744 -0.510 -1.213
H -2.533 -1.571 -3.812
H -2.213 0.025 -3.129
H -3.842 -0.406 -3.648
H -3.879 -3.246 -2.578
H -5.199 -2.118 -2.310
H -4.476 -2.968 -0.946
H -0.204 -3.337 -0.500
H -1.698 -3.756 -3.136
H -0.168 -4.475 -2.656
H -0.257 -2.745 -2.990
H -2.859 -4.694 -1.157
H -2.372 -4.258 0.488
H -1.410 -5.394 -0.451
N -0.337 2.468 -3.772
C 0.032 1.265 -3.337
N -0.179 1.209 -2.036
C -0.694 2.445 -1.719
N -0.800 3.227 -2.765
C -1.057 2.853 -0.349
C -1.574 4.112 -0.072
N -1.862 4.478 1.172
C -1.625 3.593 2.132
C -1.104 2.332 1.861
N -0.829 1.966 0.619
H -0.317 2.831 -4.712
H 0.436 0.481 -3.954
H -1.754 4.828 -0.864
H -1.857 3.891 3.147
H -0.907 1.612 2.646
*
```


Entry 4:
The following is a DFT calculation (wB97M-V/def2-TZVPD) of C30H42BN6PPdSi as an isolated structure at a distorted geometry.

Summary:
<S²>: 2.0076
Lowest unoccupied orbital energy (spin up / spin down): 0.7 / -0.8 eV

Structure (ORCA input):
```
! RIJCOSX wB97M-V def2-TZVPD def2/J DEFGRID3
* xyz 0 3
Pd 0.199 0.401 -0.540
C 0.963 4.821 -1.263
C 1.075 3.664 -0.528
N 0.344 2.670 -0.983
N -0.280 3.160 -2.077
C 0.066 4.441 -2.305
B -1.029 2.225 -3.033
N -0.032 1.196 -3.575
C 0.239 1.016 -4.879
C 1.307 0.151 -4.972
C 1.618 -0.134 -3.637
N 0.769 0.454 -2.789
N -2.220 1.473 -2.294
C -3.556 1.540 -2.580
C -4.171 0.664 -1.706
C -3.124 0.066 -0.959
N -1.977 0.531 -1.342
H 1.460 5.782 -1.061
H 1.672 3.469 0.368
H -0.391 4.915 -3.150
H -1.450 2.795 -4.010
H -0.319 1.568 -5.660
H 1.756 -0.291 -5.866
H 2.291 -0.889 -3.320
H -3.898 2.166 -3.336
H -5.238 0.572 -1.485
H -3.216 -0.627 -0.186
C -0.013 -2.971 -2.841
C 0.265 -3.548 -1.524
C 1.350 -4.602 -1.556
P 0.317 -2.288 -0.177
C -0.584 -2.992 1.303
C -2.013 -2.521 1.409
C -0.644 -4.513 1.358
C 2.042 -2.150 0.540
C 2.758 -3.374 1.072
C 2.905 -1.353 -0.420
H -0.480 -3.692 -3.495
H 0.931 -2.732 -3.329
H -0.623 -2.045 -2.811
H -0.662 -4.124 -1.265
H 2.352 -4.247 -1.859
H 1.142 -5.436 -2.253
H 1.571 -5.089 -0.606
H 0.052 -2.638 2.118
H -2.568 -2.658 0.464
H -1.988 -1.437 1.622
H -2.532 -3.023 2.232
H -1.004 -5.014 0.474
H -1.273 -4.927 2.158
H 0.346 -4.952 1.488
H 1.828 -1.454 1.431
H 3.165 -3.981 0.263
H 2.083 -3.985 1.672
H 3.655 -3.139 1.712
H 2.985 -1.934 -1.386
H 3.887 -1.210 0.054
H 2.515 -0.355 -0.476
C 3.676 3.203 3.545
C 3.752 1.895 3.095
C 2.647 1.233 2.595
C 1.377 1.826 2.536
C 1.312 3.143 2.994
C 2.406 3.819 3.494
Si 0.008 0.743 1.863
C -1.620 1.397 2.511
C -2.348 0.948 3.630
C -3.612 1.480 3.982
C -4.204 2.338 3.085
C -3.576 2.724 1.919
C -2.299 2.298 1.665
H 4.552 3.714 3.847
H 4.740 1.400 2.983
H 2.833 0.203 2.299
H 0.326 3.659 3.008
H 2.238 4.850 3.737
H 0.243 -0.488 2.647
H -1.837 0.192 4.239
H -4.227 1.100 4.796
H -5.154 2.819 3.292
H -4.003 3.490 1.290
H -1.853 2.600 0.745
*
```


Entry 5:
The following is a DFT calculation (wB97M-V/def2-TZVPD) of C30H42CuN2O2P2 as an isolated structure at a distorted geometry.

Summary:
<S²>: 0.7549
ΔE to the lowest compared entry with this formula, charge and spin: 0.0 kcal per mole
Lowest unoccupied orbital energy (spin up / spin down): -0.2 / -2.2 eV

Structure (ORCA input):
```
! RIJCOSX wB97M-V def2-TZVPD def2/J DEFGRID3
* xyz 0 2
P 5.640 1.337 -2.181
P 3.223 2.479 -4.282
C 6.041 1.847 -3.940
C 5.070 2.885 -4.512
H 6.063 0.921 -4.539
H 7.063 2.257 -3.892
H 5.211 3.871 -4.040
H 5.230 2.985 -5.594
C 3.132 1.240 -5.635
H 2.077 0.981 -5.784
H 3.682 0.324 -5.377
H 3.547 1.675 -6.558
C 2.533 3.917 -5.167
H 2.946 3.986 -6.185
H 2.765 4.829 -4.598
H 1.445 3.785 -5.205
C 6.859 0.047 -1.806
H 6.659 -0.321 -0.793
H 7.872 0.468 -1.864
H 6.748 -0.786 -2.511
C 6.362 2.754 -1.295
H 5.846 3.687 -1.565
H 7.430 2.824 -1.554
H 6.245 2.587 -0.216
Cu -1.233 1.202 0.700
C 1.075 1.451 -2.246
C 1.411 0.295 -2.857
C 2.734 -0.377 -2.825
C 3.054 -1.229 -1.569
C 3.672 -0.519 -0.424
C 3.688 0.786 -0.135
C 3.187 1.935 -0.957
C 1.690 2.119 -1.046
C 0.200 0.357 1.676
H 0.044 1.811 -2.399
H 0.593 -0.269 -3.326
H 3.558 0.350 -2.959
H 2.781 -1.057 -3.698
H 2.132 -1.743 -1.222
H 3.737 -2.046 -1.897
H 4.197 -1.193 0.268
H 4.294 1.081 0.734
H 3.523 1.882 -2.027
H 3.671 2.860 -0.594
H 1.202 1.797 -0.106
H 1.511 3.201 -1.124
H -0.248 0.561 2.664
H 1.193 0.797 1.532
H 0.153 -0.723 1.426
O -3.563 1.673 -1.873
C -3.653 0.758 -1.061
N -4.765 -0.093 -0.895
C -4.657 -0.809 0.350
C -3.123 -0.826 0.473
O -2.498 -1.737 1.031
N -2.657 0.299 -0.166
C -5.246 0.016 1.499
C -4.476 0.389 2.600
C -5.002 1.285 3.542
C -6.305 1.767 3.393
C -7.100 1.327 2.326
C -6.572 0.436 1.386
C -5.250 -2.194 0.222
C -6.007 -2.782 1.240
C -6.557 -4.055 1.042
C -6.310 -4.742 -0.151
C -5.499 -4.169 -1.145
C -4.959 -2.896 -0.947
H -5.659 0.223 -1.272
H -3.465 -0.009 2.747
H -4.377 1.600 4.381
H -6.712 2.476 4.112
H -8.127 1.667 2.202
H -7.184 0.059 0.564
H -6.150 -2.239 2.175
H -7.167 -4.487 1.832
H -6.743 -5.735 -0.300
H -5.283 -4.708 -2.068
H -4.309 -2.449 -1.702
*
```